Record 1
Density functional theory data (ωB97M-V/def2-TZVPD) for a cluster of 2 separate species, C7H11N in total.

Its SMILES is c1ccccc1.CN. The net charge is 0. The gap between HOMO and LUMO comes out at 10.207 eV. The calculation puts the HOMO energy at -9.29 eV. The electronic energy is -327.96965 Eh. As for the energy relative to the best compared isomer or geometry (same formula, charge and spin): 310.7 kJ/mol.

```
19
Properties=species:S:1:pos:R:3:forces:R:3
N 2.037 -1.137 0.042 -3.250 -0.178 -2.710
C -1.355 0.051 1.394 1.583 2.073 2.505
C -1.724 -0.979 0.666 -2.771 -3.071 -1.963
C -0.699 1.140 0.781 -0.484 1.457 1.524
C -0.622 1.196 -0.566 -1.807 2.898 -3.206
C -1.455 0.290 -1.236 2.348 1.552 -5.356
C 2.747 0.216 -0.028 -1.045 -0.073 2.107
C -1.902 -0.819 -0.762 -0.882 -4.421 4.874
H 1.742 -1.763 -0.923 1.800 2.795 2.862
H -0.504 2.030 1.391 0.533 -0.500 -0.188
H 2.466 1.032 -0.759 0.097 -1.279 0.405
H 2.433 0.656 1.066 1.185 -0.858 -2.636
H -2.364 -1.641 -1.301 0.011 0.420 -0.187
H -1.540 0.216 -2.350 0.240 1.352 0.718
H 1.046 -0.816 0.272 1.476 -0.913 -0.037
H -2.152 -1.865 1.172 0.323 0.460 -0.408
H -0.446 2.150 -1.293 0.441 -2.150 2.504
H -1.527 0.055 2.490 0.452 -0.036 -0.813
H 3.820 -0.011 -0.055 -0.252 0.474 0.007
```
Positions in Å, forces in eV/Å.

For each atom in turn, the Mulliken charge in e is: -0.6194 -0.2517 -0.4034 -0.3899 -0.2742 -0.2201 -0.5100 -0.3309 0.2729 0.3560 0.1829 0.2044 0.3803 0.2499 0.1781 0.3306 0.2365 0.3114 0.2968

Record 2
Density functional theory data (ωB97M-V/def2-TZVPD) for a cluster of 8 separate species, C65H140F6N8O4S2 in total.

The net charge is +5. The expectation value of S² is 0.756. The gap between HOMO and LUMO (alpha / beta) comes out at 2.725 / 8.699 eV. The calculation puts the HOMO energy (alpha / beta) at -10.96 / -16.95 eV. Its spin multiplicity is 2. The electronic energy is -4693.25905 Eh.

```
225
Properties=species:S:1:pos:R:3:forces:R:3
S 1.146 0.468 -1.330 2.978 0.345 -2.294
S -1.270 0.102 -0.617 -1.496 1.091 -1.306
F -3.849 0.071 0.285 -0.741 0.761 0.290
F 1.826 1.152 1.253 -0.025 -0.124 -0.104
F 3.462 0.424 0.016 1.243 -0.773 0.596
F -3.527 1.513 -1.341 -0.011 0.351 0.399
F -2.735 1.954 0.662 -0.763 0.236 0.008
F 2.724 2.369 -0.259 0.281 2.506 -0.405
O 1.704 0.916 -2.606 0.135 0.315 -0.008
O -1.583 -0.621 -1.850 -0.776 -0.452 0.293
O 1.204 -0.987 -1.231 0.035 -0.197 0.827
O -0.984 -0.747 0.537 -0.667 0.211 0.495
N -0.276 4.726 2.401 1.403 -0.600 -0.427
N -1.201 1.892 -5.917 -0.801 0.180 -1.180
N 5.168 -3.301 -0.285 -0.832 -0.900 -0.182
N 7.793 -0.867 4.765 -1.393 -0.624 -1.378
N -0.817 -1.950 4.062 -1.376 1.286 0.624
N -3.256 -4.539 -3.121 -2.453 0.101 -0.823
N -6.572 3.488 -0.285 -0.263 0.274 -0.155
N -0.329 1.279 -0.895 -1.185 -0.217 0.859
C 4.239 0.964 4.027 0.468 -0.063 0.768
C -2.088 -1.044 4.400 -0.156 0.101 -1.418
C -2.278 -6.982 -6.101 0.113 0.531 0.808
C -3.802 -5.436 -1.986 -0.964 1.049 0.106
C 1.413 1.389 -8.919 -0.265 -1.342 -0.866
C 8.363 -2.175 4.020 -1.134 1.585 -0.073
C -4.606 -2.614 -2.080 0.790 1.198 2.657
C -6.796 5.497 -2.459 -2.702 1.909 0.489
C 0.364 -1.048 3.512 -1.778 -0.802 1.768
C -1.050 5.014 -0.023 0.165 0.312 -0.664
C -4.002 0.452 3.470 1.247 -0.650 -0.187
C -0.755 6.155 2.831 -0.301 0.244 0.207
C -0.418 -2.720 5.370 -0.965 0.855 -1.685
C 7.487 -1.095 6.251 1.102 0.728 -0.889
C 3.534 -3.520 -2.774 -0.316 -0.442 0.094
C 0.923 4.517 4.632 -2.008 0.301 0.811
C -0.911 6.368 4.386 0.745 -2.240 -1.470
C 4.533 -2.323 0.762 0.040 -0.834 -0.626
C -0.695 4.823 -1.521 0.664 -0.049 0.581
C 5.604 0.672 4.733 -0.399 -0.787 -1.447
C -5.126 -3.435 -0.871 0.547 -0.911 -1.468
C -5.677 5.511 -1.479 2.421 -0.139 0.675
C 10.651 -1.297 4.334 0.656 -0.953 -0.540
C 0.778 2.092 -7.762 -0.142 0.248 1.740
C 6.384 -0.532 4.064 0.718 0.763 1.871
C -6.833 4.203 1.023 -0.391 -1.111 -0.803
C -4.136 -4.632 -0.687 0.684 -0.059 -0.016
C -2.438 1.035 -5.711 -0.458 1.147 -0.540
C 2.353 1.168 -0.018 0.185 -1.872 0.513
C 9.721 -2.515 4.504 0.095 0.900 0.960
C 4.164 -4.502 -0.557 -0.391 0.777 -0.398
C 6.473 -3.909 0.238 -0.149 1.361 1.999
C -7.141 -0.277 0.770 -0.032 -0.995 -0.879
C -5.352 4.145 -0.942 -0.633 -1.208 -0.703
C 0.100 4.553 0.868 -0.946 1.083 0.936
C -2.558 4.020 -5.224 1.067 -0.802 1.537
C -2.480 -0.023 3.313 -1.329 0.420 0.147
C -2.389 -6.541 -4.627 -0.791 -0.422 0.370
C 2.951 -4.099 -1.472 1.292 0.647 0.445
C 7.578 -5.276 2.094 -0.376 -0.918 -0.327
C -1.292 -2.993 3.003 0.670 1.179 -0.051
C 1.073 4.321 3.110 -1.332 0.671 2.368
C 1.477 -1.940 3.144 1.290 0.077 -0.819
C -0.387 1.610 -4.649 1.476 0.872 -1.091
C -8.138 5.050 -1.728 2.141 -0.818 -0.337
C -3.433 1.693 -4.723 0.118 0.127 0.960
C -1.928 -3.841 -2.836 -0.387 -2.366 -0.125
C 5.541 -2.510 -1.577 -1.080 -0.123 -0.442
C -3.432 -5.407 -4.448 1.942 0.181 -0.247
C 6.242 -4.841 1.452 0.363 0.768 -0.812
C 1.101 -2.853 1.987 -1.052 0.419 -0.069
C -1.309 3.636 2.630 0.306 1.270 1.327
C -2.965 0.986 -0.241 0.763 -2.473 -0.110
C -3.777 3.169 -4.953 -0.047 -0.043 -2.724
C 8.734 0.299 4.377 0.082 -0.246 0.997
C 0.411 5.936 4.994 1.143 0.535 0.018
C -4.289 -3.427 -3.270 -0.765 -0.194 -1.265
C -6.348 1.963 -0.035 -1.051 0.396 -0.127
C -7.831 3.624 -1.221 -0.180 0.688 0.948
C 10.133 0.018 4.910 0.038 -0.931 0.179
C -1.565 3.383 -6.219 -0.151 0.097 1.213
C -0.470 1.334 -7.192 0.516 -0.375 -0.245
C -0.091 -3.748 2.421 0.621 -0.209 -0.320
C -7.637 1.085 0.354 1.560 1.366 0.015
C 4.304 -2.236 -2.496 0.105 -0.038 1.611
H 0.350 3.495 0.787 -0.048 0.080 -0.253
H -6.074 3.826 1.709 -0.103 0.446 0.155
H 2.421 1.704 -9.191 -0.052 0.193 0.488
H 5.568 -4.357 2.158 0.135 -0.015 0.153
H 6.998 -3.009 0.556 0.253 0.080 0.319
H -4.763 -5.762 -2.384 -0.011 -0.070 -0.144
H 0.286 5.245 -1.739 0.191 0.119 0.230
H 1.521 2.163 -6.968 0.073 0.260 0.093
H 7.657 -2.995 4.150 -0.266 0.316 0.042
H -4.289 0.516 4.519 -0.189 0.051 -0.096
H -2.064 -3.401 -1.849 0.571 0.160 -0.356
H 10.122 -3.425 4.059 -0.101 0.152 -0.270
H 6.089 -1.639 -1.219 -0.279 0.153 -0.063
H -4.286 3.235 -5.915 -0.732 -0.168 -0.081
H 0.519 3.100 -8.086 -0.278 0.055 0.324
H -1.412 -6.250 -4.241 0.031 0.055 -0.095
H -4.456 -5.343 0.074 -0.343 -0.106 -0.190
H -4.438 -5.815 -4.553 -0.094 0.249 0.783
H 0.029 -0.382 2.716 -0.299 -0.615 -0.280
H -5.869 1.614 -0.949 -0.321 -0.159 -0.061
H -3.222 -7.389 -6.464 -0.032 0.367 -0.167
H 10.833 -1.159 3.268 -0.226 0.052 -0.306
H 8.360 1.242 4.775 -0.260 -0.235 0.235
H -3.188 -4.275 -0.282 0.108 0.338 0.081
H -1.278 7.343 4.703 0.391 0.142 -0.520
H -6.216 -0.342 1.344 -0.240 0.378 0.251
H 3.930 1.841 4.595 -0.372 0.364 -0.628
H 11.638 -1.614 4.671 0.002 0.470 0.516
H 1.831 4.320 5.202 0.227 0.034 -0.446
H 2.760 -3.211 -3.477 -0.153 -0.546 -0.037
H 5.260 0.562 5.762 0.846 -0.422 0.152
H -1.906 0.898 3.412 0.437 -0.250 -0.322
H 2.236 -1.180 2.960 0.612 -0.353 -0.707
H 9.541 -2.763 5.550 0.650 -0.100 0.308
H -4.434 3.675 -4.245 0.091 -0.550 0.371
H 3.557 -1.624 -1.991 0.121 0.271 0.469
H -1.374 -3.048 5.777 0.202 -0.369 -0.049
H 3.538 -2.013 0.441 0.328 0.210 -0.669
H -6.119 -3.807 -1.122 -0.130 -0.202 0.195
H -8.652 3.392 -0.543 0.023 -0.846 -0.374
H -5.254 -3.851 -3.549 0.174 -0.656 -0.314
H 2.328 -3.330 -1.015 -0.050 -0.018 0.345
H 5.189 -1.468 0.926 -0.018 -0.127 -0.309
H 4.241 1.117 2.948 0.219 0.219 0.103
H 6.623 -1.754 6.337 -0.035 0.332 -0.040
H 1.234 6.533 4.600 -0.132 0.866 0.210
H 1.901 4.998 2.902 -0.260 -0.148 -1.184
H 5.689 -5.688 1.045 0.348 -0.339 0.406
H 10.847 0.820 4.726 -0.285 0.109 -0.246
H -0.039 6.858 2.405 0.330 -0.159 0.160
H -1.999 3.494 -7.213 0.398 -0.625 -0.194
H -4.136 1.415 2.977 0.213 0.155 0.226
H -6.828 5.281 0.863 0.075 -0.246 0.200
H -0.899 2.723 2.197 -0.583 0.096 -0.181
H -1.240 6.069 0.174 0.154 0.138 -0.069
H 1.913 -3.437 1.554 0.070 -0.259 0.501
H 1.882 -2.538 3.960 -0.239 0.084 0.340
H -1.986 4.517 0.229 0.094 -0.334 -0.119
H -1.266 -4.706 -2.866 0.557 0.392 0.610
H 3.850 -4.959 0.381 -0.128 0.793 0.344
H -1.549 -7.784 -6.213 0.097 0.201 0.060
H -1.650 5.653 4.748 -0.369 -0.013 -0.027
H -4.712 5.844 -1.861 0.137 -0.275 -1.176
H -0.581 3.756 -1.716 -0.360 -0.061 -0.260
H -7.934 -0.869 1.228 0.089 0.151 0.232
H 1.260 3.259 2.949 0.112 0.262 -0.738
H -1.052 1.150 -8.095 -1.443 1.043 0.357
H -2.271 4.023 2.293 0.224 -0.476 -0.668
H -4.348 1.101 -4.739 0.028 -0.093 0.028
H 8.324 -1.541 6.789 0.050 -0.006 -0.344
H 6.253 -3.106 -2.149 -0.052 -0.308 0.253
H -6.976 6.506 -2.830 0.146 0.169 0.035
H -6.659 4.934 -3.382 0.348 -0.516 0.328
H 0.248 -4.527 3.104 -0.052 -0.088 0.064
H -3.757 -2.064 -1.673 0.607 -0.068 -0.314
H -3.326 -4.740 -5.304 0.153 0.474 0.243
H -2.848 5.038 -5.483 0.243 -0.119 -0.445
H -5.580 6.229 -0.665 -1.660 0.321 0.250
H -3.226 -6.356 -1.892 0.459 0.446 0.295
H -6.933 -0.786 -0.171 0.256 -0.373 -0.008
H -5.119 3.502 -1.791 -0.010 -0.171 -0.047
H 4.513 -1.601 -3.356 0.638 -0.548 -0.177
H -0.169 0.542 -4.622 -0.402 0.104 0.181
H 0.850 1.464 -9.849 -0.279 0.137 0.071
H 0.177 3.849 5.065 0.020 -0.574 -0.173
H -1.336 5.345 -2.231 -0.448 -0.295 0.282
H 8.400 -5.259 1.379 -0.069 -0.109 -0.146
H 1.433 0.326 -8.682 0.380 -0.194 -0.167
H -1.480 3.522 3.700 0.386 -0.149 0.064
H 4.101 -4.376 -3.140 0.384 0.423 -0.837
H -8.288 0.939 -0.509 -0.044 0.346 0.108
H 3.476 0.223 4.265 0.186 -0.344 -0.040
H -1.690 6.406 2.330 -0.064 -0.592 -0.146
H -8.197 1.544 1.169 -0.003 0.228 -0.105
H -5.252 -1.761 -2.285 -0.465 -0.389 -0.566
H -1.573 -3.156 -3.606 -0.726 0.150 0.067
H -0.614 3.910 -6.129 -0.074 -0.017 -0.388
H 6.205 1.575 4.627 0.042 -0.066 0.229
H -5.212 -2.801 0.011 0.173 -0.190 0.024
H 0.336 6.130 6.064 0.425 -0.407 0.074
H 0.655 -0.402 4.340 -0.191 -0.073 0.287
H -2.963 -1.694 4.422 0.371 -0.536 0.533
H 10.080 -0.073 5.995 -0.063 0.134 0.165
H 6.633 -0.227 3.048 -0.082 -0.324 -0.021
H 2.323 -4.977 -1.627 0.190 -0.093 -0.079
H 7.962 -4.786 2.988 -0.563 0.375 -0.095
H -2.895 0.896 -6.691 -0.167 0.233 -0.039
H 0.714 -2.289 1.139 0.142 0.519 -0.005
H -9.017 5.070 -2.372 0.225 -0.441 -0.255
H -1.945 -6.083 -6.619 -0.135 -0.346 -0.704
H 4.771 -5.317 -0.950 0.100 0.320 -0.759
H 7.181 -4.329 -0.476 -0.927 -0.328 -0.661
H 0.017 -2.042 6.104 0.336 -0.061 -0.359
H 0.985 5.169 0.704 -0.017 -0.049 -0.001
H -7.655 2.916 -2.031 -0.263 -0.040 0.128
H -2.081 -3.589 3.462 0.461 -0.324 0.318
H -3.058 1.686 -3.700 0.269 -0.695 0.030
H -4.460 4.123 -0.317 -0.365 -0.105 0.495
H -2.018 -0.475 5.327 0.626 -0.636 0.276
H -2.725 -7.414 -4.068 0.132 0.027 0.334
H -0.392 0.278 -6.935 1.298 -0.047 0.385
H -5.577 1.880 0.731 -0.190 0.152 0.205
H -0.802 1.993 -3.717 -0.446 -0.210 -0.346
H 7.367 -0.083 6.638 -0.464 -0.309 0.320
H -2.430 -0.460 2.315 0.531 0.310 0.049
H -8.455 5.654 -0.878 0.528 0.382 -0.003
H 0.206 -3.538 5.011 -0.012 0.117 0.712
H 8.378 -1.796 2.998 -0.122 -0.417 -0.246
H 4.310 -2.797 1.717 0.577 -0.475 -0.150
H 8.657 0.380 3.293 0.264 -0.225 -0.027
H -7.823 3.848 1.309 0.125 0.340 0.487
H -1.818 -2.425 2.236 0.409 0.215 -0.144
H 5.816 -1.460 4.117 0.010 0.043 -0.171
H -4.658 -0.211 2.906 -0.017 -0.277 0.409
H -2.044 0.058 -5.428 -0.376 0.094 0.420
H -2.044 4.094 -4.266 0.364 0.293 0.176
H -3.979 -2.841 -4.135 0.192 0.138 0.162
H -0.345 -4.237 1.480 -0.650 -0.267 0.262
H 7.404 -6.316 2.371 0.475 -0.038 0.144
H 0.592 2.074 -4.768 -0.060 0.179 -0.007
```
Positions in Å, forces in eV/Å.

Atom charges from the Mulliken analysis, given in e for atoms 1 to 99: 0.4751 -0.2429 0.1812 0.1966 -0.2168 -0.0638 0.4611 -0.2306 -0.7672 -0.2428 -0.6477 -0.0534 0.4342 0.7056 0.7084 0.2816 0.1004 0.5948 0.6812 0.1605 -1.1236 -1.0437 -1.3633 -0.8022 -1.4700 -0.6322 1.1200 -0.8232 -0.3507 0.3032 -1.6020 -0.8013 -0.9539 -1.0238 -1.1070 -0.7770 -0.5566 -0.2586 -1.5320 -0.5404 -0.7247 -0.7629 -0.8442 -0.0615 -0.6010 -0.9009 -0.6628 -1.3898 0.2102 -0.8310 -1.2150 -1.1526 -0.7289 0.1082 0.0092 -0.2632 1.3974 -0.2252 0.1583 -1.2510 0.1532 -0.2389 -0.2393 -1.2242 -0.8203 1.0237 -0.5324 -0.9768 -0.8016 -0.0448 1.9013 -1.4100 -1.2044 -0.7678 -0.6195 -0.9928 -1.5262 0.4095 -0.7087 -0.6159 -0.8696 -1.1143 -1.5644 -0.6056 0.3408 -0.5882 0.1399 0.3761 0.2101 0.4517 0.4108 0.4805 0.2942 0.6735 0.5475 -0.1073 0.4324 0.5841 0.4596